# 1
Density functional theory data (wB97M-V/def2-TZVPD) for a molecular structure, C6H16F7MgNO8S2.

Structure (XYZ):
```
41
Properties=species:S:1:pos:R:3
Mg 0.26 -0.49 0.62
C 1.31 1.80 3.80
F 1.18 2.97 3.20
F 1.99 1.93 4.93
F 0.10 1.32 4.08
S 2.25 0.57 2.74
O 3.64 0.81 2.92
O 1.74 -0.73 3.12
N 1.61 0.79 1.18
S 2.68 1.72 0.38
O 3.05 2.90 1.09
O 3.71 0.89 -0.18
C 1.65 2.35 -1.03
F 1.13 1.32 -1.72
F 0.65 3.09 -0.55
F 2.41 3.09 -1.82
F -0.97 -0.58 -0.82
C -1.06 0.05 -4.36
O -1.90 -0.73 -3.52
H -0.61 0.87 -3.80
H -0.24 -0.56 -4.75
H -1.64 0.49 -5.17
H -1.60 -0.54 -2.62
C -2.00 1.27 1.85
O -1.22 0.07 1.93
H -1.52 1.94 1.14
H -2.99 1.04 1.45
H -2.08 1.77 2.81
H -1.54 -0.47 2.66
C 1.66 -2.33 -1.53
O 1.73 -1.50 -0.36
H 2.66 -2.69 -1.78
H 1.04 -3.20 -1.32
H 1.32 -1.77 -2.40
H 2.63 -1.45 -0.02
C -3.71 -2.93 -0.19
O -3.31 -2.04 -1.22
H -3.76 -2.43 0.79
H -4.72 -3.25 -0.41
H -3.04 -3.79 -0.15
H -2.51 -1.57 -0.95
```

Summary:
Orbital gap = 9.0697 eV
Net charge = 0
Strongest force on any atom = 0.068 Eh/bohr
Energy relative to the best compared isomer or geometry (same formula, charge and spin) = 0.0 kcal/mol
Molar mass = 451.62 g mol⁻¹



# 2
Density functional theory data (wB97M-V/def2-TZVPD) for a gas-phase ion, C6H16INOPS (charge +1).

Structure (XYZ):
```
27
Properties=species:S:1:pos:R:3
C -1.79 1.79 -0.55
N -1.71 0.95 0.63
C -3.08 1.16 1.37
C -0.54 1.46 1.40
C -1.48 -0.40 0.20
P 0.09 -0.84 -1.11
S 0.60 -2.87 -0.92
O 2.22 -2.55 -0.45
C 3.25 -2.11 -1.36
C 4.21 -1.38 -0.49
I 3.19 -0.09 0.89
H -0.73 1.64 -1.09
H -2.49 1.43 -1.45
H -2.10 2.92 -0.52
H -3.59 1.85 0.64
H -3.81 0.38 1.59
H -2.95 1.83 2.25
H -0.81 2.55 1.59
H -0.33 1.07 2.46
H 0.49 1.32 1.02
H -1.18 -0.98 1.15
H -2.42 -0.88 -0.13
H -0.97 -1.04 -2.04
H 3.60 -2.97 -1.86
H 2.72 -1.53 -2.08
H 4.69 -0.73 -1.23
H 4.92 -1.98 0.08
```

Summary:
Orbital gap = 9.3186 eV
Net charge = +1
Strongest force on any atom = 0.121 Eh/bohr
Energy relative to the best compared isomer or geometry (same formula, charge and spin) = 27.4 kcal/mol
Molar mass = 308.14 g mol⁻¹
Structure (SMILES) = C[N+](C)(C)CPSOCCI



# 3
Density functional theory data (wB97M-V/def2-TZVPD) for 3 unconnected molecules or ions with the total composition C6H16N.

Structure (XYZ):
```
23
Properties=species:S:1:pos:R:3
C 1.27 -0.62 1.62
C 1.11 0.37 0.50
C 1.19 0.07 -0.79
C -1.29 0.97 -0.36
C 1.34 -1.31 -1.36
C 0.63 -1.53 -2.71
N -3.04 1.75 2.62
H 0.55 -1.44 1.69
H 2.32 -0.84 1.79
H 1.04 -0.04 2.52
H 1.28 1.41 0.76
H 1.22 0.86 -1.55
H -1.42 1.35 -1.37
H -1.72 0.02 -0.08
H -1.30 1.81 0.32
H 2.36 -1.69 -1.39
H 0.71 -1.91 -0.69
H 1.05 -0.89 -3.50
H 0.59 -2.60 -2.92
H -0.33 -1.02 -2.61
H -3.37 2.63 3.00
H -3.73 1.11 3.02
H -3.18 1.78 1.62
```

Summary:
<S²> = 0.75
Orbital gap (spin up / spin down) = 8.2653 / 9.9420 eV
Spin multiplicity = 2
Net charge = 0
Strongest force on any atom = 0.040 Eh/bohr
Energy relative to the best compared isomer or geometry (same formula, charge and spin) = 41.3 kcal/mol
Molar mass = 102.20 g mol⁻¹



# 4
Density functional theory data (wB97M-V/def2-TZVPD) for a molecular structure, C6H16N.

Structure (XYZ):
```
23
Properties=species:S:1:pos:R:3
C 1.31 1.35 -1.11
C 0.16 1.09 -0.16
C 0.23 -0.01 0.70
C -1.03 0.09 -0.74
C -2.40 -0.05 -0.05
C -2.52 -0.96 1.17
N 3.51 -0.77 0.34
H 1.62 0.47 -1.66
H 1.03 2.12 -1.83
H 2.15 1.73 -0.52
H -0.32 1.99 0.19
H 0.81 -0.90 0.44
H -0.30 0.03 1.64
H -0.71 -0.87 -1.14
H -1.26 0.72 -1.60
H -2.79 0.94 0.20
H -3.05 -0.44 -0.83
H -2.35 -0.46 2.13
H -1.91 -1.85 1.11
H -3.55 -1.34 1.23
H 4.22 -1.10 0.98
H 3.16 -1.59 -0.15
H 3.98 -0.19 -0.34
```

Summary:
Orbital gap = 9.1453 eV
Net charge = +1
Strongest force on any atom = 0.035 Eh/bohr
Energy relative to the best compared isomer or geometry (same formula, charge and spin) = 57.0 kcal/mol
Molar mass = 102.20 g mol⁻¹



# 5
Density functional theory data (wB97M-V/def2-TZVPD) for 2 unconnected molecules or ions with the total composition C6H16N.

Structure (XYZ):
```
23
Properties=species:S:1:pos:R:3
C 2.46 -1.43 -1.49
C 1.58 -2.13 -0.45
C 1.44 -0.67 -2.33
C 0.62 -1.01 -0.03
C 0.36 -0.20 -1.33
H 3.08 -2.13 -2.08
H 3.15 -0.73 -0.98
H 2.15 -2.55 0.41
H 1.03 -2.96 -0.92
H 1.00 -1.36 -3.08
H 1.89 0.18 -2.89
H 1.11 -0.37 0.72
H -0.32 -1.40 0.42
H 0.43 0.88 -1.13
H -0.66 -0.41 -1.73
C -2.06 2.28 2.71
N -2.78 1.79 1.50
H -1.23 2.95 2.43
H -1.64 1.43 3.28
H -2.75 2.83 3.37
H -3.18 2.58 0.96
H -2.13 1.26 0.87
H -3.56 1.15 1.77
```

Summary:
Orbital gap = 9.5204 eV
Net charge = +1
Strongest force on any atom = 0.023 Eh/bohr
Energy relative to the best compared isomer or geometry (same formula, charge and spin) = 15.6 kcal/mol
Molar mass = 102.20 g mol⁻¹



# 6
Density functional theory data (wB97M-V/def2-TZVPD) for 2 unconnected molecules or ions with the total composition C6H16N.

Structure (XYZ):
```
23
Properties=species:S:1:pos:R:3
C 2.08 -0.12 0.48
C 0.77 0.13 -0.29
C -0.52 0.41 0.30
C -1.73 -0.12 -0.29
C -2.79 0.95 -0.65
C -2.33 -1.29 0.55
N 1.01 1.09 -1.42
H 2.26 0.64 1.24
H 1.97 -1.08 0.94
H 2.85 -0.23 -0.27
H 0.65 -0.79 -0.85
H 6.42 -1.42 2.08
H -0.60 1.12 1.13
H -1.38 -0.45 -1.27
H -2.40 1.97 -0.63
H -3.58 0.99 0.10
H -3.14 0.80 -1.67
H -1.53 -1.87 1.02
H -2.88 -0.83 1.38
H -2.96 -1.86 -0.10
H 0.67 2.01 -1.16
H 6.61 -0.82 1.65
H 0.57 0.77 -2.27
```

Summary:
Orbital gap = 8.2392 eV
Net charge = +1
Strongest force on any atom = 0.063 Eh/bohr
Energy relative to the best compared isomer or geometry (same formula, charge and spin) = 91.1 kcal/mol
Molar mass = 102.20 g mol⁻¹